Computed, not measured: the ion C6H16N with charge +1 at a distorted geometry, with wB97M-V/def2-TZVPD.

Output
total charge	+1
lowest unoccupied orbital energy	-3.53	eV
gap between HOMO and LUMO	11.2	eV
structure (SMILES)	CCCCCC[NH3+]
E	-7964.4970	eV
energy above the lowest of the compared OMol25 structures with the same formula, charge and spin	90.2	kJ/mol

```
23
Properties=species:S:1:pos:R:3:forces:R:3
C 1.5997 -0.2726 2.4471 -0.32 0.78 -0.20
C 0.4583 0.6110 1.8553 0.20 -1.01 0.80
C 0.6732 0.8194 0.3688 0.48 0.48 0.48
C 0.5835 -0.5049 -0.4537 1.93 0.91 0.12
C 0.1171 -0.3144 -1.8755 -1.10 -1.02 -1.64
C -1.4252 -0.0465 -2.1186 1.02 -0.03 0.43
N -2.0981 -0.1380 -0.7594 -0.20 0.48 -0.61
H 2.3778 0.3862 2.8326 -0.10 0.02 0.29
H 2.1329 -0.8428 1.6914 -0.34 -0.51 0.00
H 1.1963 -0.8819 3.2517 0.36 -0.22 -0.03
H -0.5048 0.1115 2.0006 -0.09 -0.21 0.09
H 0.4090 1.4731 2.5271 -0.06 0.39 -0.76
H 1.6949 1.2143 0.2771 -0.13 -0.17 -0.27
H 0.0971 1.6629 -0.0281 -0.52 -0.23 -0.15
H 0.2214 -1.4151 0.0400 -0.74 0.49 0.17
H 1.6436 -0.7930 -0.5279 -0.29 -0.07 -0.32
H 0.3708 -1.2319 -2.4113 -0.09 -0.02 -0.07
H 0.6124 0.4682 -2.4597 0.31 -0.01 0.68
H -1.4823 0.9336 -2.5825 -0.68 0.24 0.56
H -1.9693 -0.7347 -2.7614 0.36 -0.21 -0.01
H -2.1377 -1.1285 -0.5205 0.08 0.12 0.38
H -3.0414 0.2418 -0.7030 -0.16 0.00 -0.28
H -1.5292 0.3821 -0.0903 0.10 -0.21 0.32
```
Forces are in eV/Å.

Computed, not measured: a structure of composition C6H16N2 at a distorted geometry, with wB97M-V/def2-TZVPD.

Output
total charge	+1
lowest unoccupied orbital energy (alpha / beta)	-6.11 / -7.46	eV
gap between HOMO and LUMO (alpha / beta)	5.5 / 4.1	eV
spin multiplicity	2
E	-9444.5940	eV
energy above the lowest of the compared OMol25 structures with the same formula, charge and spin	876.8	kJ/mol

```
24
Properties=species:S:1:pos:R:3:forces:R:3
C -0.6525 -1.0368 -1.0388 -1.62 -1.13 -0.90
N -1.6025 -0.7651 -0.1596 2.34 0.97 -1.32
C -0.0451 -0.4984 2.4330 -0.08 1.39 0.82
C 1.3148 -0.2696 1.8505 1.16 -2.06 -1.76
C 1.5895 1.1618 1.4247 4.14 1.19 3.62
N 2.8599 1.5181 1.2501 -1.74 -2.72 0.93
C -1.0175 -0.9610 -2.5264 -0.87 0.58 0.69
C -2.0206 0.2242 -2.7773 -0.20 -0.99 0.29
H 0.3177 -1.4472 -0.7638 0.24 0.04 0.46
H -0.9170 0.2168 -0.5413 -0.90 -0.09 1.27
H -0.3821 -1.4740 2.1762 -0.75 -0.65 -0.16
H -0.6863 0.3335 2.1141 -0.49 -0.56 -0.07
H -0.0281 -0.4172 3.5347 0.01 -0.12 -0.47
H 1.5079 -0.9107 0.9549 -0.02 -0.05 0.67
H 2.0842 -0.5902 2.5949 -0.32 0.62 -0.85
H 0.8696 1.5276 -0.5098 -0.13 -1.11 0.76
H 1.1487 1.0654 0.1933 -1.31 0.87 -3.18
H 0.8281 1.7426 1.9286 -0.12 1.22 0.41
H 3.3280 1.8811 2.0759 -0.36 1.95 -0.60
H -1.5294 -1.9395 -2.6705 0.41 0.41 -0.17
H -0.1262 -0.8986 -3.1373 0.20 -0.16 0.06
H -1.7595 0.7905 -3.6622 -0.12 -0.15 -0.19
H -3.0501 -0.1621 -2.8066 0.38 0.20 -0.37
H -2.0315 0.9087 -1.9374 0.16 0.36 0.07
```
Forces are in eV/Å.

Computed, not measured: a cluster of 2 separate species, C6H16N2O in total at a distorted geometry, with wB97M-V/def2-TZVPD.

Output
total charge	0
lowest unoccupied orbital energy	0.91	eV
gap between HOMO and LUMO	8.5	eV
structure (SMILES)	C/C(=C\N)C[C@H](C)N.O
E	-11508.8127	eV
energy above the lowest of the compared OMol25 structures with the same formula, charge and spin	119.9	kJ/mol

```
25
Properties=species:S:1:pos:R:3:forces:R:3
C -1.8227 2.1545 1.1869 -1.01 -0.39 -0.04
C -0.9965 0.9223 0.8040 1.10 1.89 -0.18
C -0.4033 1.1434 -0.6092 -0.25 -1.49 0.64
C 0.2061 -0.1345 -1.1400 -0.84 0.70 -0.08
C 1.4914 -0.3752 -0.9608 0.80 -0.39 0.01
N 2.1430 -1.5312 -1.3477 0.00 -0.47 -0.17
C -0.6582 -1.0735 -1.9285 -0.45 0.26 0.80
N 0.0848 0.7070 1.7784 -0.62 -0.90 -0.61
H -2.3085 2.0097 2.1579 0.19 0.06 0.05
H -1.2468 3.0779 1.2227 0.25 -0.07 -0.03
H -2.6537 2.3102 0.4841 0.21 0.00 -0.01
H -1.6075 0.0586 0.7511 -0.73 -0.95 0.14
H -1.2762 1.4034 -1.2093 0.35 0.47 -0.37
H 0.3742 1.9026 -0.5697 -0.22 0.49 -0.09
H 2.1626 0.3267 -0.4876 -0.13 0.29 0.12
H 3.1261 -1.6515 -1.2204 0.06 0.08 0.07
H 1.6055 -2.3503 -1.5706 0.21 0.04 -0.01
H -1.6649 -1.2891 -1.5528 0.05 0.57 0.25
H -0.7536 -0.7218 -2.9340 -0.15 0.21 -0.81
H -0.2277 -2.0358 -1.9502 0.58 -1.20 -0.30
H -0.3288 0.7174 2.6998 0.32 0.26 0.24
H 0.7297 1.4641 1.6478 0.38 0.36 0.48
H 0.9026 -1.8469 2.0062 0.00 0.07 -0.19
H 1.8939 -2.4832 1.0396 -0.17 0.06 -0.01
O 1.2285 -2.7048 1.7023 0.07 0.03 0.08
```
Forces are in eV/Å.

Computed, not measured: a structure of composition C6H16N2O at a distorted geometry, with wB97M-V/def2-TZVPD.

Output
total charge	0
lowest unoccupied orbital energy	0.83	eV
gap between HOMO and LUMO	8.3	eV
E	-11505.3728	eV
energy above the lowest of the compared OMol25 structures with the same formula, charge and spin	451.7	kJ/mol

```
25
Properties=species:S:1:pos:R:3:forces:R:3
C -1.3270 -0.8230 1.9579 -1.33 2.25 3.21
C -1.4321 -1.5054 0.6201 0.55 0.64 -0.23
O -0.9271 0.8533 2.4664 0.07 -2.37 -1.96
H -1.2851 0.9679 3.3570 -0.26 -0.67 -0.16
H -2.3282 -0.6375 2.3435 -0.05 -0.57 -0.03
H -0.7679 -1.3843 2.7040 0.18 0.15 -0.25
H -0.5482 -2.1059 0.4151 0.08 0.34 -0.28
H -1.6506 -0.8046 -0.1827 0.20 -0.08 -0.18
H -2.2691 -2.2093 0.6591 -0.11 0.20 0.31
C 1.4185 -1.1184 -1.8226 0.17 0.47 0.19
C 0.1100 2.0147 -0.1155 0.00 -0.09 0.23
N 0.6658 0.0841 -1.5181 -0.17 -0.31 -0.65
C 0.7230 0.6502 -0.2586 0.31 -0.22 0.80
N 0.3925 0.8637 -2.6655 0.11 0.23 0.17
C 1.2145 -0.0070 0.8177 0.42 0.56 -0.78
H 1.0405 1.6495 -2.7324 -0.15 -0.10 0.02
H -0.5514 1.2364 -2.6093 0.21 -0.09 0.00
H 2.5033 -0.9726 -1.6733 -0.22 -0.09 0.06
H 1.2381 -1.3590 -2.8576 -0.05 -0.06 -0.26
H 1.0802 -1.9472 -1.2110 0.02 -0.15 0.19
H -0.9010 2.0335 -0.5237 -0.07 0.05 -0.09
H 0.0212 2.2463 0.9466 0.13 0.05 -0.24
H 0.7048 2.7731 -0.6305 -0.06 0.01 0.03
H 1.7022 -0.9651 0.7280 0.02 -0.09 0.00
H 1.1733 0.4665 1.7855 -0.01 -0.08 -0.08
```
Forces are in eV/Å.